# 1
Formula: C4H9NO
Source: OMol25
Level of theory: ωB97M-V with the def2-TZVPD basis set

Cartesian coordinates (Å):
C 1.191 0.009 -1.253
N 0.426 0.445 -0.095
C 0.894 -0.064 1.181
C -1.106 0.414 -0.311
C -1.978 -0.390 0.487
O -3.154 -0.598 0.220
H 1.011 -1.061 -1.426
H 2.256 0.191 -1.085
H 0.869 0.568 -2.134
H 1.946 0.206 1.307
H 0.307 0.386 1.987
H 0.785 -1.155 1.232
H -1.334 0.535 -1.365
H -0.229 1.406 -0.015
H -1.553 -0.789 1.438

2S+1 ... 1
Charge ... 0
Energy relative to the best compared isomer or geometry (same formula, charge and spin) ... 104.4 kcal per mole
HOMO energy ... -7.825 eV

Results of the natural (NBO) charge analysis, in e, for atoms 1 through 2: -0.400, -0.459


# 2
Formula: C4H9NO
Source: OMol25
Level of theory: ωB97M-V with the def2-TZVPD basis set

Cartesian coordinates (Å):
C -0.613 -1.264 0.738
C -0.263 0.175 0.394
C -1.389 1.168 0.518
C 0.904 0.359 -0.475
O 0.946 0.896 0.821
N 1.844 -0.719 -0.613
H -1.500 -1.350 1.374
H 0.211 -1.829 1.170
H -0.852 -1.753 -0.217
H 0.808 1.005 -1.350
H -1.165 2.085 -0.033
H -2.369 0.778 0.234
H -1.425 1.430 1.584
H 2.447 -0.567 -1.409
H 2.428 -0.692 0.222

2S+1 ... 1
Charge ... 0
Energy relative to the best compared isomer or geometry (same formula, charge and spin) ... 45.5 kcal per mole
HOMO energy ... -9.209 eV

Results of the natural (NBO) charge analysis, in e, for atoms 1 through 2: -0.638, 0.192


# 3
Formula: C4H9NO
Source: OMol25
Level of theory: ωB97M-V with the def2-TZVPD basis set

Cartesian coordinates (Å):
C -2.000 1.175 -0.242
C -1.515 -0.208 -0.490
C -0.188 -0.488 -0.497
N 0.997 0.232 -0.843
C 1.168 1.477 -0.536
H -2.423 1.258 0.781
H -2.948 1.359 -0.897
H -1.292 2.036 -0.387
H -2.147 -1.178 -0.449
H 0.106 -1.565 -0.294
H 1.250 1.663 0.531
H 0.996 2.304 -1.222
H 1.699 -2.603 2.379
H 1.724 -1.944 1.048
O 1.408 -1.835 1.874

2S+1 ... 1
Charge ... 0
Energy relative to the best compared isomer or geometry (same formula, charge and spin) ... 113.6 kcal per mole
HOMO energy ... -7.586 eV

Results of the natural (NBO) charge analysis, in e, for atoms 1 through 2: -0.645, -0.312


# 4
Formula: C4H9NO
Source: OMol25
Level of theory: ωB97M-V with the def2-TZVPD basis set

Cartesian coordinates (Å):
C 1.097 -0.825 -0.261
C 1.256 1.335 0.616
C 0.255 0.344 0.291
O 0.496 0.346 1.646
N -1.028 0.621 -0.262
C -1.942 -0.516 -0.250
H 0.526 -1.742 -0.146
H 1.370 -0.628 -1.303
H 2.019 -0.931 0.336
H 1.255 2.221 1.206
H 2.170 1.224 0.000
H -0.869 0.957 -1.210
H -1.651 -1.368 -0.892
H -2.022 -0.872 0.782
H -2.932 -0.165 -0.554

2S+1 ... 1
Charge ... 0
Energy relative to the best compared isomer or geometry (same formula, charge and spin) ... 85.0 kcal per mole
HOMO energy ... -9.185 eV

Results of the natural (NBO) charge analysis, in e, for atoms 1 through 2: -0.650, -0.144


| no. | frontier orbital gap (eV) |
| --- | --- |
| 1 | 8.43 |
| 2 | 10.25 |
| 3 | 7.42 |
| 4 | 10.17 |